A gas-phase ion, C5H5N2S (charge +1) at a distorted geometry. Source: the OMol25 dataset; level of theory: wB97M-V/def2-TZVPD.

Geometry as XYZ:
```
13
Properties=species:S:1:pos:R:3:lowdin_charge:R:1
C -1.910 -0.682 0.222 -0.07
C -1.341 -1.174 1.330 -0.34
C -1.113 0.090 -0.610 0.00
C 1.191 -0.411 0.633 -0.41
C 2.252 0.172 0.233 0.05
N 0.176 1.808 -1.578 0.14
N -0.610 0.970 -1.222 -0.07
S 0.347 -1.293 1.650 1.20
H -2.878 -0.922 0.045 0.10
H -1.921 -1.731 1.944 0.05
H 2.895 0.013 -0.615 0.11
H 0.134 2.117 -2.594 0.14
H 2.779 1.043 0.560 0.11
```

Properties
Charge   +1
E_LUMO (alpha / beta)   -5.779 / -5.775 eV
Frontier orbital gap (alpha / beta)   7.083 / 7.091 eV
E_HOMO (alpha / beta)   -12.862 / -12.867 eV
Energy relative to the best compared isomer or geometry (same formula, charge and spin)   107.5 kcal per mole


A molecular structure, C33H40F3N3OSi2Sn. Source: the OMol25 dataset; level of theory: wB97M-V/def2-TZVPD.

Geometry as XYZ:
```
83
Properties=species:S:1:pos:R:3:lowdin_charge:R:1
Sn -0.025 -0.384 -0.464 0.91
C 3.380 -1.370 -2.264 -0.06
C 3.872 0.063 -2.506 -0.37
C 4.947 0.416 -1.482 -0.09
C 2.692 1.027 -2.517 -0.22
C 1.615 0.794 -3.370 -0.07
C 0.474 1.589 -3.333 -0.07
C 0.374 2.663 -2.451 -0.30
C -0.871 3.514 -2.387 -0.05
C 1.454 2.907 -1.605 -0.07
C 2.591 2.107 -1.639 -0.06
H 4.231 -2.060 -2.230 0.08
H 2.689 -1.721 -3.031 0.06
H 2.846 -1.435 -1.309 0.04
H 4.338 0.113 -3.497 0.13
H 4.540 0.408 -0.467 0.04
H 5.394 1.399 -1.661 0.08
H 5.747 -0.327 -1.523 0.08
H 1.624 -0.067 -4.031 0.11
H -0.370 1.326 -3.964 0.11
H -0.643 4.565 -2.588 0.07
H -1.339 3.461 -1.401 0.06
H -1.607 3.181 -3.116 0.06
H 1.387 3.711 -0.877 0.10
H 3.380 2.299 -0.922 0.09
O 2.994 -3.431 2.051 -0.07
C 2.598 -2.448 1.371 -0.54
N 1.654 -2.359 0.461 -0.06
C 0.841 -3.544 0.315 -0.20
C -0.462 -3.352 1.072 -0.22
C -1.104 -4.425 1.686 -0.02
C -2.253 -4.212 2.419 -0.08
C -2.753 -2.924 2.526 -0.07
C -2.085 -1.910 1.868 -0.17
N -0.972 -2.111 1.153 0.03
C 3.360 -1.146 1.589 -0.20
C 4.691 -1.182 2.004 -0.02
C 5.363 0.013 2.186 -0.10
C 4.687 1.212 1.976 -0.10
C 3.359 1.146 1.586 -0.18
N 2.711 -0.001 1.385 0.12
H 1.324 -4.445 0.701 0.10
H 0.591 -3.700 -0.742 0.10
H -0.666 -5.411 1.596 0.11
H -2.749 -5.039 2.913 0.10
H -3.646 -2.698 3.094 0.10
H -2.460 -0.894 1.895 0.07
H 5.147 -2.147 2.177 0.11
H 6.402 0.017 2.493 0.09
H 5.171 2.171 2.115 0.09
H 2.780 2.052 1.417 0.10
C -0.574 3.329 1.612 -0.27
Si -1.011 1.462 1.588 0.44
C -0.626 1.016 3.410 -0.26
C -2.947 1.529 1.566 -0.33
C -3.653 2.244 2.546 -0.13
C -5.040 2.312 2.554 -0.13
C -5.761 1.654 1.559 -0.13
C -5.082 0.942 0.579 -0.12
C -3.678 0.859 0.557 -0.32
Si -2.786 -0.121 -0.862 0.44
C -3.753 -1.755 -1.034 -0.24
C -3.412 0.802 -2.407 -0.24
H -0.940 3.790 2.541 0.00
H -1.029 3.861 0.770 0.00
H 0.510 3.492 1.560 -0.01
H -1.078 1.729 4.114 0.00
H 0.460 1.018 3.565 0.01
H -0.977 0.011 3.666 0.00
H -3.101 2.758 3.330 0.08
H -5.557 2.865 3.331 0.08
H -6.845 1.695 1.551 0.08
H -5.659 0.435 -0.192 0.08
H -4.838 -1.584 -1.008 0.01
H -3.502 -2.501 -0.273 0.00
H -3.490 -2.192 -2.005 0.01
H -4.496 0.652 -2.500 0.01
H -2.924 0.412 -3.309 0.01
H -3.228 1.877 -2.346 -0.01
F -1.138 -1.510 -3.821 -0.12
C -0.420 -2.274 -2.864 -0.46
F -1.271 -3.412 -2.761 -0.12
F 0.600 -2.806 -3.691 -0.11
```

Properties
Charge   -2
E_LUMO   4.663 eV
Frontier orbital gap   5.170 eV
E_HOMO   -0.507 eV
Energy relative to the best compared isomer or geometry (same formula, charge and spin)   0.0 kcal per mole


C5H5ClF3N3O in the gas phase at a distorted geometry. Source: the OMol25 dataset; level of theory: wB97M-V/def2-TZVPD.

Geometry as XYZ:
```
18
Properties=species:S:1:pos:R:3:lowdin_spin:R:1
C -1.427 -0.171 1.140 0.79
C -1.046 1.797 -0.373 0.04
C 0.172 1.093 -0.282 0.14
C 0.554 -2.483 -0.718 0.04
C 1.250 1.276 0.738 0.02
N -0.913 -1.080 0.574 0.27
N 0.384 -0.005 -1.099 0.09
N -0.089 -1.223 -0.342 0.48
O -1.851 1.469 -1.226 0.00
F 2.254 0.372 0.570 0.00
F 1.763 2.505 0.696 0.01
F 0.801 1.080 1.993 0.02
Cl -1.359 3.055 0.725 0.00
H -2.325 0.197 1.771 0.05
H 0.089 -2.825 -1.558 0.02
H 1.535 -2.100 -0.994 0.01
H 0.647 -3.084 0.174 0.01
H -0.440 0.125 -1.789 0.02
```

Properties
E_LUMO (alpha / beta)   0.522 / -2.991 eV
Multiplicity   3
Frontier orbital gap (alpha / beta)   7.236 / 5.337 eV
E_HOMO (alpha / beta)   -6.713 / -8.329 eV
⟨S²⟩   2.0207
Energy relative to the best compared isomer or geometry (same formula, charge and spin)   32.8 kcal per mole


2 unconnected molecules or ions with the total composition C5H12O at a distorted geometry. Source: the OMol25 dataset; level of theory: wB97M-V/def2-TZVPD.

Geometry as XYZ:
```
18
Properties=species:S:1:pos:R:3:lowdin_charge:R:1
C 1.752 0.009 -1.813 -0.11
C 0.380 0.704 -1.768 -0.25
C -0.087 0.709 -0.309 -0.21
C -0.021 -0.677 0.405 -0.20
C -0.641 -1.823 0.206 -0.01
H 2.634 0.646 -1.772 0.07
H 1.773 -0.859 -1.190 0.05
H 1.837 -0.332 -2.852 0.07
H 0.473 1.747 -2.091 0.10
H -0.365 0.277 -2.434 0.10
H -1.079 1.117 -0.118 0.10
H 0.645 1.293 0.289 0.11
H 0.664 -0.467 1.196 0.08
H -1.326 -2.064 -0.639 0.07
H -0.660 -2.733 0.754 0.03
H -1.774 1.170 4.737 0.03
H -2.231 0.189 3.594 0.03
O -1.974 1.093 3.804 -0.06
```

Properties
E_LUMO   0.916 eV
Structure (SMILES)   C=CCCC.O
Frontier orbital gap   10.632 eV
E_HOMO   -9.716 eV
Energy relative to the best compared isomer or geometry (same formula, charge and spin)   40.5 kcal per mole


C20H19FN4O3S in the gas phase at a distorted geometry. Source: the OMol25 dataset; level of theory: wB97M-V/def2-TZVPD.

Geometry as XYZ:
```
48
Properties=species:S:1:pos:R:3:lowdin_charge:R:1
O 4.061 2.765 -0.528 0.07
C 2.989 2.547 -0.009 -0.54
N 2.510 1.337 0.344 0.13
C 3.181 0.104 0.302 -0.15
C 4.561 0.009 0.384 -0.01
C 5.167 -1.231 0.486 -0.09
C 4.391 -2.375 0.535 -0.09
C 3.014 -2.290 0.419 -0.02
C 2.387 -1.060 0.260 -0.17
N 1.002 -0.889 0.106 -0.10
C 0.549 -0.389 -1.182 -0.13
H 1.295 0.280 -1.611 0.13
C 0.264 -1.545 -2.147 -0.18
O -0.724 -2.400 -1.615 -0.13
C -0.289 -2.965 -0.396 -0.19
C 0.081 -1.881 0.627 -0.13
H 0.508 -2.331 1.523 0.13
H -0.831 -1.340 0.909 0.11
H -1.122 -3.567 -0.028 0.13
H 0.571 -3.623 -0.591 0.11
H -0.132 -1.173 -3.094 0.13
H 1.193 -2.107 -2.335 0.13
H -0.391 0.153 -1.033 0.11
H 2.430 -3.197 0.441 0.10
H 4.857 -3.343 0.647 0.10
H 6.242 -1.298 0.550 0.10
H 5.151 0.911 0.384 0.11
H 1.570 1.282 0.736 0.10
C 2.022 3.690 0.317 -0.33
H 1.645 3.615 1.336 0.09
H 2.540 4.636 0.164 0.09
S 0.573 3.758 -0.794 1.04
C -0.477 2.679 0.036 -0.69
N -0.214 1.967 1.097 0.03
N -1.320 1.256 1.368 0.12
C -2.210 1.553 0.471 -0.29
C -3.537 1.004 0.347 -0.15
C -3.967 0.048 1.269 -0.01
C -5.230 -0.496 1.157 0.01
C -6.049 -0.077 0.121 -0.27
C -5.642 0.870 -0.804 0.01
C -4.378 1.411 -0.689 0.00
H -4.035 2.150 -1.397 0.12
H -6.311 1.168 -1.596 0.12
F -7.281 -0.605 0.012 0.07
H -5.587 -1.237 1.855 0.12
H -3.300 -0.250 2.061 0.12
O -1.728 2.473 -0.416 0.08
```

Properties
E_LUMO   0.091 eV
Structure (SMILES)   O=C(CSc1nnc(-c2ccc(F)cc2)o1)Nc1ccccc1N1CCOCC1
Frontier orbital gap   7.918 eV
E_HOMO   -7.827 eV
Energy relative to the best compared isomer or geometry (same formula, charge and spin)   3.3 kcal per mole


A molecular structure, C29H30FeN4O6 at a distorted geometry. Source: the OMol25 dataset; level of theory: wB97M-V/def2-TZVPD.

Geometry as XYZ:
```
70
Properties=species:S:1:pos:R:3:lowdin_spin:R:1
Fe 0.402 2.300 -0.372 1.92
C 2.201 -5.719 -0.121 0.00
O 1.013 -5.922 0.609 0.05
C -0.111 -5.321 0.198 0.09
C -0.154 -4.477 -0.912 0.00
C -1.345 -3.853 -1.249 0.11
C -2.531 -4.084 -0.553 0.03
C -2.479 -4.958 0.540 0.08
C -1.314 -5.590 0.894 -0.02
N -3.707 -3.454 -0.760 0.53
N -3.732 -2.582 -1.771 0.46
C -3.169 -1.396 -1.685 0.03
C -3.056 -0.640 -2.882 0.13
C -2.211 0.400 -3.061 -0.01
C -1.408 0.900 -1.978 0.16
O -0.549 1.881 -2.081 0.17
C -1.658 0.290 -0.672 0.05
N -1.042 0.879 0.375 0.08
C -1.220 0.424 1.615 -0.01
C -2.056 -0.659 1.873 0.05
C -2.710 -1.282 0.813 -0.01
C -2.535 -0.797 -0.483 0.05
H 2.962 -6.230 0.478 0.00
H 2.404 -4.686 -0.220 0.00
H 2.126 -6.185 -1.118 0.00
H 0.734 -4.223 -1.495 0.00
H -1.352 -3.157 -2.089 0.01
H -3.388 -5.143 1.079 0.00
H -1.309 -6.271 1.723 0.00
H -3.591 -1.033 -3.751 0.01
H -2.234 0.821 -4.059 0.00
H -0.686 0.976 2.403 0.00
H -2.333 -0.954 2.852 0.00
H -3.355 -2.147 1.014 0.00
C 4.863 -2.493 -2.069 0.00
O 5.194 -2.086 -0.758 0.00
C 4.463 -1.065 -0.230 0.00
C 4.863 -0.608 1.029 0.00
C 4.201 0.390 1.658 0.00
C 3.068 1.011 1.095 0.00
C 2.432 2.137 1.701 -0.01
C 3.085 2.860 2.867 0.00
O 1.336 2.596 1.300 0.01
C 2.677 0.579 -0.201 0.00
O 1.758 1.092 -0.955 0.02
C 3.390 -0.476 -0.826 0.00
H 5.536 -3.337 -2.332 0.00
H 5.022 -1.686 -2.756 0.00
H 3.822 -2.806 -2.143 0.00
H 5.706 -1.110 1.492 0.00
H 4.533 0.689 2.635 0.00
H 3.238 3.913 2.596 0.00
H 4.054 2.462 3.161 0.00
H 2.414 2.884 3.714 0.00
H 3.052 -0.738 -1.817 0.00
C -3.566 5.903 0.621 0.00
N -2.236 5.336 0.812 0.00
C -1.466 5.694 2.005 0.00
C -1.641 4.550 -0.123 0.01
C -2.430 4.170 -1.374 0.00
O -0.473 4.184 0.007 0.02
H -3.775 6.624 1.414 0.00
H -4.363 5.160 0.632 0.00
H -3.607 6.461 -0.317 0.00
H -1.957 6.536 2.512 0.00
H -0.428 5.913 1.724 0.00
H -1.461 4.861 2.730 0.00
H -2.893 5.077 -1.792 0.00
H -3.267 3.512 -1.097 0.00
H -1.748 3.705 -2.067 0.00
```

Properties
E_LUMO (alpha / beta)   0.393 / -0.256 eV
Multiplicity   5
Frontier orbital gap (alpha / beta)   6.338 / 7.413 eV
E_HOMO (alpha / beta)   -5.944 / -7.670 eV
⟨S²⟩   6.1063


2 unconnected molecules or ions with the total composition H2IO at a distorted geometry. Source: the OMol25 dataset; level of theory: wB97M-V/def2-TZVPD.

Geometry as XYZ:
```
4
Properties=species:S:1:pos:R:3:lowdin_charge:R:1
I 1.335 1.201 2.081 -0.76
O -0.511 -0.116 -0.904 -0.09
H -0.756 -0.983 -1.113 -0.02
H -0.068 -0.102 -0.063 -0.12
```

Properties
Charge   -1
E_LUMO   3.838 eV
Frontier orbital gap   7.274 eV
E_HOMO   -3.436 eV
Energy relative to the best compared isomer or geometry (same formula, charge and spin)   4.4 kcal per mole


C5H12O in the gas phase. Source: the OMol25 dataset; level of theory: wB97M-V/def2-TZVPD.

Geometry as XYZ:
```
18
Properties=species:S:1:pos:R:3:lowdin_charge:R:1
C 2.126 -0.657 1.276 -0.12
C 1.232 -0.382 0.069 -0.28
C 0.213 0.729 0.327 -0.20
C -0.634 1.090 -0.911 -0.23
O -2.023 0.922 -0.733 -0.19
C -2.409 -0.426 -0.675 -0.13
H 2.704 0.238 1.546 0.07
H 2.836 -1.467 1.071 0.07
H 1.527 -0.942 2.150 0.07
H 0.699 -1.301 -0.218 0.11
H 1.857 -0.113 -0.795 0.11
H -0.467 0.427 1.134 0.11
H 0.735 1.620 0.700 0.11
H -0.501 2.142 -1.182 0.12
H -0.304 0.491 -1.778 0.12
H -3.499 -0.448 -0.604 0.09
H -1.996 -0.948 0.205 0.08
H -2.096 -0.974 -1.582 0.09
```

Properties
E_LUMO   1.129 eV
Structure (SMILES)   CCCCOC
Frontier orbital gap   10.859 eV
E_HOMO   -9.730 eV
Energy relative to the best compared isomer or geometry (same formula, charge and spin)   18.5 kcal per mole